Model one:
{"formula": "H24O12", "method": "ωB97M-V with the def2-TZVPD basis set", "smiles": "O.O.O.O.O.O.O.O.O.O.O.O", "homo_lumo_gap_ev": 9.66, "e_lumo_ev": -0.6, "species": ["O", "H", "H", "O", "H", "H", "O", "H", "H", "O", "H", "H", "O", "H", "H", "O", "H", "H", "O", "H", "H", "O", "H", "H", "O", "H", "H", "O", "H", "H", "O", "H", "H", "O", "H", "H"], "coordinates": [[-0.877, 0.567, -0.234], [-1.092, -0.275, 0.039], [-0.052, 0.689, 0.237], [-3.119, 1.751, 1.431], [-3.392, 2.665, 1.838], [-2.780, 1.314, 2.220], [-1.819, -3.163, -3.697], [-1.414, -2.267, -3.855], [-1.135, -3.821, -3.707], [0.987, 4.294, 1.107], [1.256, 3.302, 1.087], [0.142, 4.164, 0.625], [-0.430, -3.659, 1.369], [0.471, -3.380, 1.151], [-0.264, -4.034, 2.210], [-1.385, -1.365, 2.481], [-0.817, -0.845, 3.152], [-1.258, -0.910, 1.658], [3.873, -1.158, 0.561], [4.757, -1.585, 0.212], [4.146, -0.375, 1.023], [-0.174, -0.378, -2.979], [-0.795, -0.142, -2.293], [0.693, -0.345, -2.506], [1.640, 0.207, 0.235], [2.181, 0.623, 0.997], [1.714, -0.716, 0.357], [2.535, 0.757, 2.911], [1.967, 1.135, 3.606], [1.952, 0.087, 2.604], [-4.094, -2.274, -2.310], [-3.363, -1.563, -2.162], [-4.454, -2.135, -3.163], [1.394, 3.855, -2.103], [2.167, 4.362, -2.341], [0.839, 4.621, -1.759]]}


Model two:
{"formula": "H24O12", "method": "ωB97M-V with the def2-TZVPD basis set", "smiles": "O.O.O.O.O.O.O.O.O.O.O.O", "homo_lumo_gap_ev": 9.84, "e_lumo_ev": -0.8, "species": ["O", "H", "H", "O", "H", "H", "O", "H", "H", "O", "H", "H", "O", "H", "H", "O", "H", "H", "O", "H", "H", "O", "H", "H", "O", "H", "H", "O", "H", "H", "O", "H", "H", "O", "H", "H"], "coordinates": [[-0.920, -0.037, 1.274], [-0.759, -0.663, 0.559], [-0.444, 0.757, 1.003], [0.467, -2.777, -1.271], [1.090, -2.174, -1.693], [-0.373, -2.305, -1.303], [3.791, 3.227, 1.026], [3.412, 2.341, 0.993], [3.152, 3.737, 1.536], [-4.109, 2.764, -1.153], [-3.164, 2.766, -0.966], [-4.233, 3.518, -1.741], [2.771, -0.315, -2.882], [3.582, -0.834, -2.927], [2.086, -0.966, -2.693], [1.176, -2.049, 2.856], [0.886, -1.472, 3.571], [1.305, -1.451, 2.111], [-2.454, -3.078, -0.823], [-2.028, -3.394, -1.627], [-2.782, -3.880, -0.400], [4.062, -0.009, 0.081], [4.265, 0.097, 1.017], [3.393, 0.663, -0.091], [-4.013, 1.309, 2.109], [-4.248, 2.030, 2.703], [-3.465, 1.728, 1.436], [1.004, 3.621, -0.942], [1.416, 3.257, -1.735], [0.344, 2.962, -0.699], [-4.449, -1.236, -0.258], [-5.085, -0.512, -0.281], [-4.233, -1.388, -1.185], [3.155, -2.295, 0.933], [2.571, -2.491, 0.192], [2.835, -1.450, 1.267]]}


Top of the stability list: model two, leading by 50.8 kJ/mol.


Model one:
{"formula": "H24O12", "method": "ωB97M-V with the def2-TZVPD basis set", "smiles": "O.O.O.O.O.O.O.O.O.O.O.O", "homo_lumo_gap_ev": 9.76, "e_lumo_ev": -0.1, "species": ["O", "H", "H", "O", "H", "H", "O", "H", "H", "O", "H", "H", "O", "H", "H", "O", "H", "H", "O", "H", "H", "O", "H", "H", "O", "H", "H", "O", "H", "H", "O", "H", "H", "O", "H", "H"], "coordinates": [[1.818, 0.750, 2.195], [1.208, 0.558, 1.490], [1.360, 1.418, 2.699], [2.003, 1.018, -2.145], [1.203, 1.330, -2.590], [2.248, 1.774, -1.596], [-1.856, 0.977, 1.914], [-1.975, 0.481, 1.151], [-2.520, 0.835, 2.584], [-0.458, 2.783, -0.192], [-0.268, 1.864, -0.225], [0.385, 3.115, -0.438], [-2.256, 1.538, -2.193], [-2.169, 0.859, -1.525], [-1.371, 1.899, -2.281], [-0.567, -1.377, 3.513], [0.058, -1.116, 2.802], [-0.382, -0.647, 4.116], [1.003, -3.470, -1.264], [0.643, -4.366, -1.438], [0.835, -3.269, -0.319], [-2.568, -0.506, -0.434], [-1.971, -0.893, -1.032], [-3.300, -1.105, -0.323], [-0.993, -1.948, -2.179], [-0.103, -2.264, -2.068], [-1.401, -2.858, -2.189], [0.422, 0.203, -0.264], [1.018, 0.444, -0.993], [0.609, -0.737, -0.110], [0.773, -2.289, 1.127], [0.161, -2.798, 1.682], [1.623, -2.527, 1.436], [2.184, 3.124, -0.592], [2.333, 4.061, -0.697], [2.279, 3.149, 0.373]]}


Model two:
{"formula": "H24O12", "method": "ωB97M-V with the def2-TZVPD basis set", "smiles": "O.O.O.O.O.O.O.O.O.O.O.O", "homo_lumo_gap_ev": 9.30, "e_lumo_ev": -0.6, "species": ["O", "H", "H", "O", "H", "H", "O", "H", "H", "O", "H", "H", "O", "H", "H", "O", "H", "H", "O", "H", "H", "O", "H", "H", "O", "H", "H", "O", "H", "H", "O", "H", "H", "O", "H", "H"], "coordinates": [[-0.209, 0.161, -0.204], [0.434, 0.069, -0.986], [0.111, 0.964, 0.198], [-3.681, 2.237, 0.197], [-3.407, 2.762, -0.639], [-3.016, 1.555, 0.083], [2.020, -3.107, 0.475], [1.684, -2.324, -0.029], [2.649, -3.340, -0.191], [1.357, 4.121, 2.313], [1.318, 3.929, 3.284], [0.515, 3.814, 2.125], [3.315, -0.353, -2.589], [4.045, -0.617, -3.092], [3.111, 0.572, -2.768], [-4.913, -1.252, -0.157], [-4.018, -0.887, -0.121], [-4.738, -1.847, 0.528], [0.038, -0.149, -2.633], [0.266, -0.368, -3.536], [-0.994, -0.159, -2.592], [2.119, -2.327, 2.863], [2.401, -2.585, 1.982], [2.474, -1.471, 2.885], [-1.291, -3.703, -0.265], [-1.949, -4.496, -0.314], [-1.656, -3.189, -0.987], [-0.555, -0.198, 2.664], [-0.576, 0.625, 3.111], [-0.864, -0.073, 1.684], [-0.931, 2.260, -1.575], [-0.519, 2.518, -2.396], [-1.087, 1.242, -1.577], [2.481, 2.273, -0.487], [2.877, 1.428, -0.141], [2.943, 2.186, -1.327]]}


Model three:
{"formula": "H24O12", "method": "ωB97M-V with the def2-TZVPD basis set", "homo_lumo_gap_ev": 7.01, "e_lumo_ev": -0.6, "species": ["O", "H", "H", "O", "H", "H", "O", "H", "H", "O", "H", "H", "O", "H", "H", "O", "H", "H", "O", "H", "H", "O", "H", "H", "O", "H", "H", "O", "H", "H", "O", "H", "H", "O", "H", "H"], "coordinates": [[0.687, 1.176, 1.578], [-0.019, 1.074, 2.217], [1.237, 0.403, 1.704], [1.690, 0.954, -1.728], [1.179, 1.405, -1.055], [1.967, 1.649, -2.325], [-2.304, -1.880, -0.558], [-1.811, -1.200, -0.098], [-3.187, -1.825, -0.193], [-2.255, 1.282, 0.131], [-2.986, 1.290, -0.487], [-1.990, 2.200, 0.200], [-0.921, -2.695, 1.323], [-1.119, -1.903, 0.823], [-0.473, -2.378, 2.107], [3.082, -0.497, -0.421], [2.419, -0.093, -0.981], [2.958, -1.438, -0.543], [-0.881, -1.215, -2.182], [-1.575, -1.254, -1.524], [-0.092, -1.000, -1.686], [0.168, -0.293, -0.493], [0.912, -0.379, 0.103], [-0.570, -0.070, 0.075], [-0.905, 1.097, -2.151], [-0.085, 0.604, -2.112], [-1.126, 1.268, -1.236], [1.692, -0.631, 1.866], [2.074, -1.186, 1.186], [2.426, -0.422, 2.444], [-1.477, -0.506, 0.990], [-1.823, 0.211, 0.459], [-1.896, -0.398, 1.843], [1.528, 2.397, -0.075], [1.046, 1.875, 0.567], [2.434, 2.378, 0.233]]}


Top of the stability list: model one, leading by 256.9 kJ/mol.


Model one:
{"formula": "C3H6O3", "method": "ωB97M-V with the def2-TZVPD basis set", "smiles": "CC=O.O=CO", "homo_lumo_gap_ev": 10.23, "e_lumo_ev": 0.5, "species": ["C", "C", "O", "H", "H", "H", "H", "O", "C", "O", "H", "H"], "coordinates": [[-1.478, -1.001, 1.457], [-1.855, -1.371, 0.036], [-2.964, -1.606, -0.354], [-2.039, -0.089, 1.715], [-1.771, -1.926, 2.005], [-0.403, -0.929, 1.351], [-0.932, -1.227, -0.763], [1.757, 1.035, -1.532], [2.116, 0.891, -0.399], [2.132, 1.913, 0.496], [2.602, -0.088, -0.107], [2.996, 2.360, 0.513]]}


Model two:
{"formula": "C3H6O3", "method": "ωB97M-V with the def2-TZVPD basis set", "smiles": "O=C[C@H](O)CO", "homo_lumo_gap_ev": 10.66, "e_lumo_ev": 0.6, "species": ["O", "C", "C", "O", "C", "O", "H", "H", "H", "H", "H", "H"], "coordinates": [[1.130, 1.613, 0.142], [0.971, 0.574, 0.749], [0.485, -0.666, 0.042], [0.964, -0.776, -1.266], [-1.067, -0.411, 0.069], [-1.391, 0.697, -0.739], [0.989, 0.544, 1.858], [0.805, -1.575, 0.572], [0.931, 0.112, -1.649], [-1.579, -1.273, -0.361], [-1.441, -0.274, 1.101], [-0.797, 1.433, -0.517]]}


Top of the stability list: model two, leading by 52.9 kJ/mol.


Model one:
{"formula": "C3H6O3", "method": "ωB97M-V with the def2-TZVPD basis set", "smiles": "O[C@H]1[C@@H](O)[C@H]1O", "homo_lumo_gap_ev": 10.41, "e_lumo_ev": 0.7, "species": ["O", "C", "C", "O", "C", "O", "H", "H", "H", "H", "H", "H"], "coordinates": [[-0.514, 1.179, 1.047], [0.358, 0.937, -0.016], [-0.196, -0.039, -1.016], [-1.525, -0.406, -0.866], [0.852, -0.492, -0.017], [0.510, -1.172, 1.161], [-0.308, 0.457, 1.676], [0.969, 1.789, -0.300], [0.134, 0.024, -2.052], [-1.886, 0.229, -0.222], [1.843, -0.743, -0.386], [-0.235, -1.765, 0.992]]}


Model two:
{"formula": "C3H6O3", "method": "ωB97M-V with the def2-TZVPD basis set", "smiles": "C=CO.O=CO", "homo_lumo_gap_ev": 10.71, "e_lumo_ev": 0.8, "species": ["C", "C", "O", "H", "H", "H", "H", "O", "C", "O", "H", "H"], "coordinates": [[-0.229, -0.447, 1.511], [0.992, -0.158, 1.067], [1.498, -0.934, -0.013], [-0.611, 0.210, 2.285], [-0.720, -1.418, 1.602], [1.678, 0.661, 1.191], [0.981, -1.741, -0.104], [-1.904, 0.330, -1.029], [-1.055, 0.946, -1.623], [0.214, 0.589, -1.770], [-1.393, 1.848, -2.175], [0.549, 0.115, -0.942]]}


Model three:
{"formula": "C3H6O3", "method": "ωB97M-V with the def2-TZVPD basis set", "smiles": "C=CC(O)(O)O", "homo_lumo_gap_ev": 10.59, "e_lumo_ev": 0.7, "species": ["C", "C", "C", "O", "O", "O", "H", "H", "H", "H", "H", "H"], "coordinates": [[-0.746, -1.522, -0.740], [-0.583, -0.690, 0.310], [0.188, 0.565, 0.195], [-0.589, 1.707, 0.401], [1.225, 0.439, 1.285], [0.970, 0.683, -0.916], [-1.045, -2.564, -0.711], [-0.313, -1.344, -1.730], [-1.021, -0.894, 1.324], [-1.307, 1.554, 1.021], [2.179, 0.543, 0.949], [1.041, 1.522, -1.387]]}


Model four:
{"formula": "C3H6O3", "method": "ωB97M-V with the def2-TZVPD basis set", "homo_lumo_gap_ev": 9.82, "e_lumo_ev": 0.5, "species": ["C", "C", "C", "O", "O", "O", "H", "H", "H", "H", "H", "H"], "coordinates": [[-0.790, -0.389, 0.608], [0.662, -0.178, 0.225], [1.186, 0.597, -0.848], [-1.372, 0.891, 0.641], [-1.415, -1.244, -0.315], [1.596, -0.502, 1.026], [-2.279, 0.800, 0.959], [-1.307, -0.861, -1.197], [2.158, 0.463, 0.222], [-0.849, -0.902, 1.571], [0.567, 1.303, -1.392], [1.843, 0.021, -1.499]]}


Top of the stability list: model three, leading by 10.6 kJ/mol.


Model one:
{"formula": "C3H6O3", "method": "ωB97M-V with the def2-TZVPD basis set", "homo_lumo_gap_ev": [8.57, 8.57], "e_lumo_ev": [-0.7, -0.7], "species": ["O", "C", "C", "O", "C", "O", "H", "H", "H", "H", "H", "H"], "coordinates": [[1.367, 1.376, -0.644], [0.935, 0.109, -0.919], [0.752, -0.862, 0.222], [0.401, -0.031, 1.264], [-0.398, -0.453, -0.534], [-2.066, 0.167, 0.797], [1.275, 1.406, 0.333], [1.227, -0.239, -1.910], [1.193, -1.841, 0.387], [-1.273, 0.084, 1.384], [-1.278, -0.856, -1.015], [-2.137, 1.119, 0.645]]}


Model two:
{"formula": "C3H6O3", "method": "ωB97M-V with the def2-TZVPD basis set", "smiles": "C1CO1.O=CO", "homo_lumo_gap_ev": 10.81, "e_lumo_ev": 0.8, "species": ["C", "C", "O", "H", "H", "H", "H", "O", "C", "O", "H", "H"], "coordinates": [[1.641, -0.118, -0.214], [0.844, 0.990, 0.241], [0.781, -0.579, 0.793], [1.394, -0.480, -1.211], [2.682, -0.136, 0.043], [0.150, 1.501, -0.434], [1.081, 1.546, 1.133], [-1.636, 0.771, -0.050], [-2.055, -0.363, -0.176], [-1.351, -1.455, -0.015], [-3.114, -0.525, -0.434], [-0.389, -1.166, 0.345]]}


Top of the stability list: model two, leading by 284.6 kJ/mol.


Model one:
{"formula": "C3H6O3", "method": "ωB97M-V with the def2-TZVPD basis set", "smiles": "CC(=O)C=O.O", "homo_lumo_gap_ev": 9.44, "e_lumo_ev": -0.3, "species": ["C", "C", "O", "C", "O", "H", "H", "H", "H", "O", "H", "H"], "coordinates": [[0.875, 0.934, -0.652], [-0.502, 0.577, -0.161], [-1.466, 0.405, -0.870], [-0.655, 0.466, 1.370], [-1.680, 0.097, 1.877], [0.930, 0.800, -1.734], [1.622, 0.307, -0.154], [1.095, 1.981, -0.408], [0.237, 0.746, 1.971], [0.065, -2.059, -0.087], [0.373, -2.264, -0.977], [-0.894, -1.987, -0.175]]}


Model two:
{"formula": "C3H6O3", "method": "ωB97M-V with the def2-TZVPD basis set", "smiles": "COC(=O)CO", "homo_lumo_gap_ev": 11.33, "e_lumo_ev": 0.8, "species": ["C", "O", "C", "O", "C", "O", "H", "H", "H", "H", "H", "H"], "coordinates": [[1.902, -0.484, 0.025], [0.772, -0.228, 0.864], [-0.146, 0.553, 0.257], [0.093, 1.608, -0.273], [-1.499, -0.124, 0.231], [-2.264, 0.299, -0.860], [1.579, -0.454, -1.021], [2.699, 0.246, 0.176], [2.235, -1.494, 0.272], [-1.313, -1.197, 0.133], [-1.994, 0.039, 1.201], [-2.063, 1.234, -1.006]]}


Model three:
{"formula": "C3H6O3", "method": "ωB97M-V with the def2-TZVPD basis set", "smiles": "O=C(O)CCO", "homo_lumo_gap_ev": 11.17, "e_lumo_ev": 0.6, "species": ["O", "C", "O", "C", "C", "O", "H", "H", "H", "H", "H", "H"], "coordinates": [[-0.566, 0.694, 2.283], [0.169, 0.431, 1.375], [1.316, 1.117, 1.127], [-0.094, -0.621, 0.335], [0.027, -0.067, -1.093], [-0.533, -1.021, -2.005], [1.194, 2.013, 1.473], [-1.138, -0.921, 0.418], [0.550, -1.489, 0.413], [1.036, 0.080, -1.441], [-0.512, 0.884, -1.155], [-1.446, -1.099, -1.729]]}


Model four:
{"formula": "C3H6O3", "method": "ωB97M-V with the def2-TZVPD basis set", "smiles": "O=COCCO", "homo_lumo_gap_ev": 11.03, "e_lumo_ev": 0.9, "species": ["O", "C", "O", "C", "C", "O", "H", "H", "H", "H", "H", "H"], "coordinates": [[-1.027, -0.330, -1.464], [-0.487, 0.747, -1.606], [0.097, 1.391, -0.570], [-0.092, 0.671, 0.737], [0.717, -0.623, 0.883], [0.093, -1.777, 0.398], [-0.684, 0.801, -2.689], [0.226, 1.394, 1.496], [-1.157, 0.458, 0.875], [1.711, -0.454, 0.436], [0.882, -0.805, 1.955], [-0.306, -1.542, -0.457]]}


Top of the stability list: model three, leading by 59.3 kJ/mol.